[1]
{
  "formula": "C15H44CuO9S7",
  "method": "ωB97M-V/def2-TZVPD",
  "species": ["Cu", "O", "S", "O", "O", "C", "C", "C", "H", "H", "H", "H", "H", "H", "H", "H", "C", "S", "O", "C", "H", "H", "H", "H", "H", "H", "C", "S", "O", "C", "H", "H", "H", "H", "H", "H", "C", "S", "O", "C", "H", "H", "H", "H", "H", "H", "C", "S", "O", "C", "H", "H", "H", "H", "H", "H", "C", "S", "O", "C", "H", "H", "H", "H", "H", "H", "C", "S", "O", "C", "H", "H", "H", "H", "H", "H"],
  "xyz": [[0.3227, -0.0389, -0.1292], [-1.5674, -4.1262, 0.5741], [-1.2337, -2.9591, 1.3774], [-0.7627, -1.7071, 0.8352], [-2.6763, -2.5681, 2.0685], [-3.5455, -3.6291, 2.5005], [-4.9696, -3.1121, 2.5850], [-0.3444, -3.3626, 2.8424], [-3.2630, -4.0481, 3.4663], [-3.6111, -4.4953, 1.8420], [-5.7112, -3.8556, 2.8773], [-5.4603, -2.7187, 1.6947], [-4.8434, -2.3622, 3.3658], [-0.5742, -4.3794, 3.1606], [-0.5650, -2.6087, 3.5980], [0.7256, -3.4447, 2.6511], [2.3352, 3.5927, -1.3429], [1.9979, 3.1857, 0.4457], [1.1761, 1.8901, 0.3317], [0.8466, 4.6649, 0.6711], [3.2809, 4.1057, -1.5179], [1.6084, 4.2271, -1.8501], [2.2156, 2.6671, -1.9060], [1.3684, 5.6217, 0.6870], [0.1969, 4.5885, 1.5430], [0.0705, 4.7777, -0.0859], [3.7303, -1.4548, 2.9601], [2.0456, -0.9157, 2.8989], [1.6054, -0.7146, 1.4976], [2.2253, 0.8082, 3.4323], [4.1050, -1.5650, 3.9777], [4.4921, -0.8510, 2.4669], [3.6466, -2.4752, 2.5861], [1.3400, 1.4435, 3.4590], [3.0441, 1.1756, 2.8137], [2.6125, 0.7361, 4.4487], [0.2313, -2.9207, -4.1309], [-0.6383, -2.8604, -2.4744], [0.1002, -1.8695, -1.5895], [-2.1597, -2.0042, -2.9790], [1.0999, -3.5683, -4.0116], [0.4851, -1.8631, -4.2036], [-0.3333, -3.2365, -5.0082], [-2.4567, -1.5707, -2.0240], [-2.8626, -2.7180, -3.4086], [-2.0180, -1.0805, -3.5402], [-2.0076, 3.1283, -2.8252], [-0.4044, 2.2447, -2.3957], [-0.7662, 0.7860, -1.9260], [0.2479, 1.9980, -4.1034], [-2.5176, 2.5786, -3.6163], [-1.7194, 4.1100, -3.2012], [-2.6238, 3.2752, -1.9381], [1.3071, 1.7682, -3.9877], [0.1724, 2.9445, -4.6389], [-0.1381, 1.1381, -4.6507], [4.0880, 0.1334, -3.0652], [3.0851, -0.5353, -1.6708], [1.8536, 0.3816, -1.6108], [4.2979, -0.0729, -0.3019], [5.0905, -0.2929, -3.0253], [4.1064, 1.2144, -2.9268], [3.6222, -0.0339, -4.0363], [4.9439, 0.7853, -0.4867], [4.8999, -0.9482, -0.0581], [3.7457, 0.0407, 0.6310], [-2.0421, 0.9640, 3.1365], [-2.0809, 1.8868, 1.5600], [-1.4642, 0.8966, 0.5721], [-3.9384, 1.8636, 1.3581], [-2.9165, 0.9681, 3.7872], [-1.1252, 0.9527, 3.7259], [-2.0107, -0.0678, 2.7865], [-4.5865, 1.0879, 1.7659], [-4.0773, 1.5320, 0.3291], [-4.3537, 2.8714, 1.3562]],
  "mulliken_spin": [0.880, 0.000, 0.000, -0.005, 0.000, 0.000, 0.000, 0.000, 0.000, 0.000, 0.000, 0.000, 0.000, 0.000, 0.000, 0.000, -0.002, -0.001, -0.013, 0.000, 0.000, 0.000, 0.001, 0.000, 0.000, 0.000, 0.001, 0.006, 0.011, -0.001, 0.001, 0.000, 0.000, 0.000, 0.000, 0.000, 0.000, -0.001, 0.001, -0.001, 0.000, 0.000, 0.000, 0.000, 0.000, 0.000, 0.006, -0.005, 0.076, 0.001, 0.000, 0.000, 0.000, 0.000, 0.001, 0.000, 0.003, -0.001, 0.025, -0.001, 0.001, 0.000, 0.000, 0.000, 0.000, 0.000, 0.000, 0.002, 0.011, 0.002, 0.000, 0.000, 0.000, 0.000, 0.000, 0.000],
  "charge": 2,
  "e_lumo_ev": [-3.92, -6.68],
  "s2": 0.752,
  "multiplicity": 2,
  "de_lowest_kj_mol": 291.35,
  "fmax_ev_per_a": 3.3,
  "orbital_gap_ha": [0.34802, 0.24677]
}

---

[2]
{
  "formula": "C4H10N2O",
  "method": "ωB97M-V/def2-TZVPD",
  "species": ["C", "C", "C", "C", "O", "N", "N", "H", "H", "H", "H", "H", "H", "H", "H", "H", "H"],
  "xyz": [[-0.1933, 0.3117, -0.2914], [-0.7745, -0.3441, 0.8320], [1.8414, -1.4004, -0.5113], [-1.0261, 0.7104, -1.4675], [0.4453, -1.3485, -0.5541], [-1.4359, 1.3274, 1.4933], [-0.8019, 1.8123, 2.3794], [0.6602, 0.9547, -0.0746], [0.0991, 1.3141, 2.6466], [-0.1247, -0.6144, 1.6628], [-1.6752, -0.9203, 0.6514], [2.2674, -0.6715, 0.2046], [2.2679, -1.1799, -1.4982], [2.1624, -2.4000, -0.1991], [-1.7755, -0.0462, -1.6938], [-1.5430, 1.6449, -1.2364], [-0.3937, 0.8498, -2.3437]],
  "nbo_charge": [0.113, -0.245, -0.248, -0.655, -0.621, -0.116, -0.308, 0.202, 0.257, 0.200, 0.225, 0.145, 0.163, 0.185, 0.229, 0.244, 0.231],
  "e_lumo_ev": 0.99,
  "de_lowest_kj_mol": 575.11,
  "fmax_ev_per_a": 5.1,
  "orbital_gap_ha": 0.32128
}